1.
DFT (wB97M-V/def2-TZVPD) results for a 2-piece molecular cluster, C24H21O2 overall in a non-equilibrium geometry.

Geometry as XYZ:
```
47
Properties=species:S:1:pos:R:3:forces:R:3
C -2.6741 0.4126 1.4693 -0.08 -0.23 0.05
C -1.3562 1.1023 1.7747 1.04 0.38 -0.72
C -0.6921 1.7542 0.6672 -0.88 -0.39 0.11
C 0.2421 2.8197 0.8585 0.52 0.08 -0.07
C 1.1106 2.8250 1.9854 -0.09 0.22 -0.08
C 1.9599 3.8970 2.2215 -0.25 0.15 -0.45
C 1.9737 4.9902 1.3441 0.04 0.02 0.06
C 1.1627 4.9812 0.1972 0.24 -0.23 0.18
C 0.3407 3.8947 -0.0739 0.13 -0.26 0.50
O -0.9108 1.0757 2.9339 -0.50 0.00 0.02
H -2.8805 0.3301 0.3979 0.05 0.05 0.11
H -2.6628 -0.5845 1.9164 -0.03 0.06 0.00
H -3.4804 0.9820 1.9437 0.04 -0.03 -0.07
H -1.1627 1.6805 -0.3185 -0.09 0.20 0.33
H 1.0572 1.9883 2.6806 0.00 0.28 -0.24
H 2.6028 3.8776 3.1015 -0.07 0.10 -0.18
H 2.6226 5.8391 1.5548 -0.13 -0.10 -0.10
H 1.1834 5.8324 -0.4860 0.04 -0.20 0.12
H -0.2710 3.8599 -0.9811 0.13 0.08 0.33
C -2.8049 -5.8477 -0.2221 0.17 0.32 0.11
C -2.0951 -5.1728 -1.2254 -0.12 -0.06 0.36
C -1.3984 -4.0020 -0.9194 -0.18 0.02 0.26
C -1.4123 -3.4837 0.3836 -0.23 -0.56 0.05
C -0.6613 -2.2359 0.7524 0.38 1.24 0.80
C -0.2493 -1.3188 -0.3236 -0.13 -0.58 0.13
C 0.6652 -0.3455 -0.0634 -0.08 -0.08 0.62
C 1.4759 0.2875 -1.1049 0.01 0.93 -0.59
C 2.8103 0.6979 -0.8626 -0.55 -0.47 -0.10
C 3.6252 1.0977 -1.9203 -0.30 0.06 -0.29
C 3.0961 1.1921 -3.2184 -0.02 0.00 0.35
C 1.7419 0.9229 -3.4395 -0.08 -0.06 0.26
C 0.9334 0.4826 -2.3887 0.53 -0.03 -0.04
O -0.3939 -2.0010 1.9398 -0.29 -0.68 -1.11
C -2.1049 -4.1816 1.3918 0.09 0.06 -0.31
C -2.7995 -5.3503 1.0935 0.12 0.00 -0.44
H -3.3605 -6.7563 -0.4588 0.17 0.22 0.05
H -2.0775 -5.5560 -2.2471 -0.04 0.05 0.29
H -0.8322 -3.4804 -1.6905 -0.16 -0.22 0.17
H -0.6853 -1.4529 -1.3181 0.46 -0.05 0.29
H 0.9951 -0.1991 0.9683 0.01 -0.35 -0.26
H 3.1992 0.6470 0.1585 -0.11 -0.03 -0.36
H 4.6756 1.3393 -1.7377 -0.37 -0.02 -0.06
H 3.7324 1.5030 -4.0474 -0.14 -0.06 0.21
H 1.3043 1.0479 -4.4327 0.19 -0.01 0.26
H -0.1274 0.2770 -2.5519 0.37 0.04 0.00
H -2.0853 -3.7926 2.4095 0.05 0.00 -0.29
H -3.3319 -5.8766 1.8883 0.11 0.12 -0.28
```
Forces are in eV/Å.

## Properties
charge: -1
calculated total energy: -1077.63598 Eh


2.
DFT (wB97M-V/def2-TZVPD) results for C24H19BF2N4ORhS as an isolated structure in a non-equilibrium geometry.

Geometry as XYZ:
```
53
Properties=species:S:1:pos:R:3:forces:R:3
Rh 0.2226 -0.0471 0.1375 0.72 0.28 -0.50
N -0.5838 0.8880 2.3611 0.66 -0.11 -0.99
C -0.9857 -0.2704 3.0414 -0.35 -0.66 0.20
C -0.3884 -0.5101 4.2783 -0.01 0.03 -0.03
C -0.6357 -1.6561 5.0025 -0.05 -0.01 -0.08
C -1.4946 -2.6010 4.4657 0.04 -0.07 0.20
C -2.0796 -2.3818 3.2368 0.05 0.12 0.02
C -1.8756 -1.2195 2.4770 0.42 0.00 0.70
C -2.4928 -1.1479 1.1409 -0.80 -0.22 -0.67
C -3.5571 -1.9552 0.8474 0.78 0.39 0.85
C -4.1629 -1.9869 -0.4399 -0.18 0.26 -0.95
C -3.5877 -1.4186 -1.5105 -0.07 -0.22 0.10
C -2.2646 -0.7456 -1.3790 0.17 0.47 -0.22
C -2.0355 -0.2200 0.0559 0.82 0.19 -0.59
H 0.0888 1.4280 2.8952 -0.08 -0.07 -0.20
H -1.3399 1.4815 2.0508 0.02 0.00 0.00
H 0.3120 0.2211 4.6650 -0.01 0.08 -0.01
H -0.1538 -1.8062 5.9586 0.02 -0.06 0.03
H -1.6869 -3.5269 4.9883 -0.01 -0.07 0.05
H -2.6790 -3.1801 2.8283 -0.03 0.02 -0.06
H -4.0152 -2.5758 1.6017 0.04 -0.06 0.12
H -5.1120 -2.4967 -0.5351 -0.09 -0.09 -0.08
H -4.0130 -1.4836 -2.5015 -0.18 -0.05 -0.06
H -2.2133 0.1211 -2.0606 -0.05 -0.20 0.25
C 3.5707 -4.0590 0.5420 -1.14 0.07 0.25
C 4.5001 -3.0756 0.2137 0.70 0.65 -0.19
C 4.1256 -1.7470 0.1170 -0.03 -0.24 0.10
C 2.7908 -1.3834 0.3300 0.73 -1.69 0.33
C 1.8192 -2.3995 0.6517 -1.19 1.43 -0.16
C 2.2463 -3.7277 0.7720 1.00 -0.95 -0.02
N 2.2626 -0.1519 0.2196 0.07 3.71 -0.66
N 2.9864 0.9441 0.0764 0.31 -4.08 0.36
C 2.2137 2.0161 -0.1546 -2.30 2.10 -0.20
C 2.7721 3.3060 -0.2610 0.17 -1.11 0.14
C 1.9579 4.4029 -0.4112 -0.34 0.51 -0.11
C 0.5774 4.2500 -0.4891 0.13 -0.01 0.09
C 0.0091 2.9815 -0.4155 0.23 0.47 0.10
C 0.7856 1.8519 -0.2397 -0.19 -0.19 -0.42
H 3.8854 -5.0928 0.5993 -0.01 -0.06 0.05
H 5.5273 -3.3616 0.0252 0.02 0.06 -0.03
H 4.8401 -0.9839 -0.1497 0.07 0.09 -0.02
H -0.1160 -2.7233 0.9413 0.24 0.07 -0.07
H 1.5207 -4.4884 1.0302 -0.04 -0.02 -0.05
H 3.8469 3.4020 -0.2086 0.13 0.07 0.05
H 2.3898 5.3947 -0.4631 0.04 0.01 -0.04
H -0.0644 5.1149 -0.5922 0.01 0.11 -0.07
H -1.0662 2.9073 -0.4856 -0.07 -0.04 -0.09
O -1.2937 -1.6823 -1.8658 -0.39 -0.66 0.22
S 0.2085 -1.0468 -2.1886 -0.03 1.44 2.06
N 0.5582 -1.9755 0.7927 -0.23 -1.41 0.41
F -3.1387 1.8643 -0.9087 0.24 0.07 -0.21
B -2.7240 1.1449 0.1478 -0.33 -0.27 -0.30
F -3.1379 1.7430 1.2913 0.32 -0.07 0.41
```
Forces are in eV/Å.

## Properties
charge: -1
calculated total energy: -1953.67818 Eh


3.
DFT (wB97M-V/def2-TZVPD) results for one molecule with the formula C12H12FN3O2 in a non-equilibrium geometry.

Geometry as XYZ:
```
30
Properties=species:S:1:pos:R:3:forces:R:3
O -1.6469 -2.0216 1.7714 0.41 1.77 -1.55
C -1.2738 -1.0543 1.0791 0.66 -2.51 1.69
C -1.6992 0.3052 1.4403 -0.49 2.99 -0.68
F -2.6064 0.4933 2.4466 1.31 -0.89 -1.46
C -1.2538 1.4143 0.7410 -0.80 -0.96 1.97
N -1.7875 2.6792 1.1527 -0.98 -1.23 0.21
C -1.9744 3.7709 0.2088 1.86 -0.23 0.27
C -0.9302 3.7909 1.4114 -0.25 0.52 -2.41
C -0.1620 1.2605 -0.2683 0.11 3.29 -1.94
O 0.2530 2.2975 -0.8567 -0.63 -2.95 1.56
C 0.3140 -0.0792 -0.6318 0.11 -3.97 0.34
N 1.2168 -0.2519 -1.7027 -0.24 0.67 1.62
C 2.3907 -1.1357 -1.8327 -0.01 1.78 0.54
C 2.4891 0.4137 -1.7165 0.92 -0.95 -1.84
C -0.2027 -1.2174 0.0240 0.64 1.93 -0.51
N 0.4129 -2.4589 -0.2937 0.30 -0.32 -0.89
C 0.7777 -3.4631 0.7012 -2.72 -0.15 -0.23
C -0.3355 -3.7011 -0.3862 -0.21 -0.22 2.09
H -1.7415 3.5921 -0.8422 0.81 0.09 0.51
H -2.8794 4.3510 0.2376 -0.38 -0.01 0.87
H 0.1361 3.6293 1.2813 -0.17 0.25 -0.57
H -1.1483 4.4740 2.2054 -0.50 -0.13 0.65
H 2.8484 -1.6863 -1.0064 -0.72 0.22 -0.01
H 2.4569 -1.6471 -2.7826 -0.05 0.22 -0.11
H 2.9962 0.7803 -0.8246 -0.57 -0.07 0.11
H 2.7042 1.0007 -2.6261 -0.16 -0.30 0.60
H 1.6105 -4.1185 0.5814 1.04 0.35 -0.54
H 0.5524 -3.2549 1.7469 -0.45 -0.16 -0.36
H -0.1063 -4.4723 -1.1313 0.28 0.84 -0.17
H -1.4110 -3.6906 -0.1273 0.87 0.09 0.22
```
Forces are in eV/Å.

## Properties
SMILES string: O=C1C(F)=C(N2CC2)C(=O)C(N2CC2)=C1N1CC1
calculated total energy: -878.85319 Eh


4.
DFT (wB97M-V/def2-TZVPD) results for C2H21HfO9 as an isolated structure in a non-equilibrium geometry.

Geometry as XYZ:
```
33
Properties=species:S:1:pos:R:3:forces:R:3
Hf 6.1438 -34.7309 -21.7305 1.46 -7.32 0.23
C 6.0051 -39.3402 -21.2291 -0.40 0.91 0.09
C 6.6653 -38.2353 -20.2936 -1.02 0.01 -0.93
O 6.6323 -36.9345 -20.8549 -0.89 3.01 -0.67
H 4.9373 -39.1629 -21.3570 -0.13 0.38 0.41
H 6.0862 -40.3183 -20.7550 0.39 -0.03 0.13
H 6.3983 -39.3397 -22.2457 0.37 -0.12 0.24
H 7.6953 -38.5801 -20.2021 1.30 0.26 -0.55
H 6.4091 -38.3246 -19.2380 -0.79 0.62 -0.09
O 7.9348 -38.4003 -24.3866 -0.78 0.88 0.42
H 7.3242 -39.1271 -24.5101 -0.32 -0.58 -0.30
H 8.2111 -38.1659 -25.2725 0.52 0.02 -0.65
O 4.3924 -40.1319 -17.1006 0.22 0.27 -0.23
H 4.3694 -39.1857 -17.2433 -0.11 0.20 0.01
H 3.8420 -40.2718 -16.3301 -0.24 -0.29 0.40
O 5.2590 -42.1643 -18.6399 0.12 -0.44 -1.04
H 6.2084 -42.0429 -18.6558 0.57 -0.34 0.14
H 4.9341 -41.4449 -18.0984 -0.54 0.67 0.76
O 2.1874 -38.7303 -21.9532 0.51 0.32 0.04
H 2.9395 -39.0266 -22.4658 -0.05 -0.27 -0.42
H 1.7521 -39.5370 -21.6775 -0.43 -0.37 0.10
O 7.8614 -37.7904 -17.0406 0.16 -0.01 -0.63
H 7.3982 -38.3213 -16.3928 -0.02 -0.26 0.50
H 7.1672 -37.3989 -17.5708 -0.18 0.31 0.20
O 2.7677 -36.8946 -20.0761 1.01 0.91 0.27
H 2.7669 -37.6253 -20.6945 -0.50 -0.62 -0.61
H 2.1814 -37.1745 -19.3732 -0.26 0.12 0.35
O 9.1867 -39.7615 -22.3935 0.17 -0.01 0.56
H 8.8853 -39.5075 -23.2657 0.32 0.09 -0.24
H 8.3995 -39.7323 -21.8496 -0.01 -0.35 0.13
O 6.5908 -36.2418 -23.6109 -1.84 3.99 2.14
H 6.2059 -36.0737 -24.4710 -0.33 0.34 -0.82
H 7.0714 -37.0625 -23.7193 1.70 -2.30 0.05
```
Forces are in eV/Å.

## Properties
charge: +3
calculated total energy: -812.44103 Eh


5.
DFT (wB97M-V/def2-TZVPD) results for a 2-piece molecular cluster, CH7OS overall in a non-equilibrium geometry.

Geometry as XYZ:
```
10
Properties=species:S:1:pos:R:3:forces:R:3
O 2.3011 -0.0629 0.2259 -1.07 -0.44 -0.12
H -2.0773 1.1127 -0.3849 2.40 0.75 0.54
H 2.6566 0.8097 0.2935 0.69 0.89 0.16
H 3.0504 -0.6725 0.2268 -0.19 -0.06 -0.13
C -1.1357 -1.0229 0.4036 -0.83 2.10 4.88
S -0.7447 0.5458 -0.3996 -3.19 -2.59 -1.15
H -1.8437 -1.5531 -0.1207 -0.53 -1.90 -1.77
H -1.7740 -0.8225 1.3831 1.07 0.35 -1.83
H -0.2776 -1.4067 0.9700 0.11 -0.50 -1.34
H 0.5856 0.4400 -0.2025 1.54 1.41 0.77
```
Forces are in eV/Å.

## Properties
charge: +1
calculated total energy: -515.32998 Eh


6.
DFT (wB97M-V/def2-TZVPD) results for one molecule with the formula C4H6O.

Geometry as XYZ:
```
11
Properties=species:S:1:pos:R:3:forces:R:3
C 1.3397 -1.6201 0.9403 -0.01 0.11 -0.08
C 1.1409 -0.5517 0.2198 -0.12 -0.01 0.09
C 0.7913 0.5662 -0.3625 0.18 -0.20 0.05
O -0.3207 1.2265 0.1111 0.05 0.15 0.08
C -1.5436 0.9326 -0.5375 -0.31 -0.01 -0.14
H 1.8631 -1.5535 1.8903 0.08 -0.07 -0.16
H 0.9567 -2.5899 0.6339 0.07 0.11 0.03
H 1.3453 1.0464 -1.1699 -0.07 -0.13 0.15
H -1.5496 -0.0796 -0.9600 0.06 0.15 0.10
H -1.7455 1.6606 -1.3334 0.02 -0.12 0.04
H -2.3290 1.0024 0.2200 0.07 0.03 -0.16
```
Forces are in eV/Å.

## Properties
SMILES string: C=C=COC
calculated total energy: -231.15274 Eh


7.
DFT (wB97M-V/def2-TZVPD) results for one molecule with the formula C7H10N2O2 in a non-equilibrium geometry.

Geometry as XYZ:
```
21
Properties=species:S:1:pos:R:3:forces:R:3
C -2.2295 1.6562 -0.0717 1.43 0.23 1.10
C -1.1831 0.4745 -0.3687 -2.32 -0.58 0.34
C -0.5762 0.6046 -1.7864 3.18 -0.22 2.92
O -0.9414 0.9856 -2.8283 -2.60 0.97 -2.51
N 0.7547 0.2634 -1.6064 2.44 0.28 0.10
C 1.1499 0.1948 -0.2130 1.85 -0.68 -0.16
C 1.8321 -1.1533 0.2290 -0.27 0.73 -0.88
C 1.1064 -1.5283 1.4901 0.99 -1.10 1.78
C -0.2390 -0.9345 1.2998 -0.85 0.11 1.30
O -1.3069 -1.4099 1.6809 1.66 1.25 -0.93
N -0.0276 0.2731 0.5751 -3.35 -0.46 -0.64
H -2.8938 1.7993 -0.9384 0.58 0.16 0.23
H -1.6533 2.6004 0.2556 -0.67 -1.24 -1.21
H -2.8773 1.5435 0.8233 0.44 -0.80 -0.56
H -1.6357 -0.5855 -0.3147 -0.41 1.97 -0.45
H 1.5501 0.6633 -2.1948 -2.20 -0.82 0.54
H 1.8365 1.0333 -0.0151 -0.15 -0.12 0.14
H 2.8336 -0.9150 0.4473 1.44 -0.07 0.10
H 1.8115 -1.8817 -0.5838 -0.26 0.03 0.13
H 1.6864 -1.0822 2.3610 -1.09 -0.25 -0.82
H 1.0025 -2.6016 1.7590 0.15 0.63 -0.52
```
Forces are in eV/Å.

## Properties
SMILES string: C[C@H]1C(=O)N[C@@H]2CCC(=O)N21
calculated total energy: -532.72338 Eh


8.
DFT (wB97M-V/def2-TZVPD) results for one molecule with the formula C4H6ClF in a non-equilibrium geometry.

Geometry as XYZ:
```
12
Properties=species:S:1:pos:R:3:forces:R:3
C -0.1053 1.4582 0.0409 -0.30 -1.21 0.02
C 0.1822 -0.0446 -0.0816 -2.29 0.37 0.20
C -1.0246 -0.9590 -0.0699 -0.04 0.24 1.02
C 1.3298 -0.6346 -0.0394 1.98 -0.33 0.17
F 1.4981 -1.9697 0.0604 -0.10 0.40 -0.23
Cl 2.8351 0.1865 -0.0391 0.42 -0.01 0.03
H -0.8287 1.7847 -0.7228 0.27 -0.18 0.21
H 0.7928 2.0523 -0.0372 0.15 0.15 0.09
H -0.5867 1.5910 1.0297 0.29 0.18 -0.44
H -1.5096 -0.9193 0.9254 0.26 -0.13 -0.32
H -0.8457 -2.0044 -0.3301 0.18 0.31 0.04
H -1.7375 -0.5410 -0.7362 -0.82 0.20 -0.80
```
Forces are in eV/Å.

## Properties
SMILES string: CC(C)=C(F)Cl
calculated total energy: -716.04543 Eh


Repeat the sixth record exactly.
DFT (wB97M-V/def2-TZVPD) results for one molecule with the formula C4H6O.

Geometry as XYZ:
```
11
Properties=species:S:1:pos:R:3:forces:R:3
C 1.3397 -1.6201 0.9403 -0.01 0.11 -0.08
C 1.1409 -0.5517 0.2198 -0.12 -0.01 0.09
C 0.7913 0.5662 -0.3625 0.18 -0.20 0.05
O -0.3207 1.2265 0.1111 0.05 0.15 0.08
C -1.5436 0.9326 -0.5375 -0.31 -0.01 -0.14
H 1.8631 -1.5535 1.8903 0.08 -0.07 -0.16
H 0.9567 -2.5899 0.6339 0.07 0.11 0.03
H 1.3453 1.0464 -1.1699 -0.07 -0.13 0.15
H -1.5496 -0.0796 -0.9600 0.06 0.15 0.10
H -1.7455 1.6606 -1.3334 0.02 -0.12 0.04
H -2.3290 1.0024 0.2200 0.07 0.03 -0.16
```
Forces are in eV/Å.

## Properties
SMILES string: C=C=COC
calculated total energy: -231.15274 Eh


What did the first record say?
DFT (wB97M-V/def2-TZVPD) results for a 2-piece molecular cluster, C24H21O2 overall in a non-equilibrium geometry.

Geometry as XYZ:
```
47
Properties=species:S:1:pos:R:3:forces:R:3
C -2.6741 0.4126 1.4693 -0.08 -0.23 0.05
C -1.3562 1.1023 1.7747 1.04 0.38 -0.72
C -0.6921 1.7542 0.6672 -0.88 -0.39 0.11
C 0.2421 2.8197 0.8585 0.52 0.08 -0.07
C 1.1106 2.8250 1.9854 -0.09 0.22 -0.08
C 1.9599 3.8970 2.2215 -0.25 0.15 -0.45
C 1.9737 4.9902 1.3441 0.04 0.02 0.06
C 1.1627 4.9812 0.1972 0.24 -0.23 0.18
C 0.3407 3.8947 -0.0739 0.13 -0.26 0.50
O -0.9108 1.0757 2.9339 -0.50 0.00 0.02
H -2.8805 0.3301 0.3979 0.05 0.05 0.11
H -2.6628 -0.5845 1.9164 -0.03 0.06 0.00
H -3.4804 0.9820 1.9437 0.04 -0.03 -0.07
H -1.1627 1.6805 -0.3185 -0.09 0.20 0.33
H 1.0572 1.9883 2.6806 0.00 0.28 -0.24
H 2.6028 3.8776 3.1015 -0.07 0.10 -0.18
H 2.6226 5.8391 1.5548 -0.13 -0.10 -0.10
H 1.1834 5.8324 -0.4860 0.04 -0.20 0.12
H -0.2710 3.8599 -0.9811 0.13 0.08 0.33
C -2.8049 -5.8477 -0.2221 0.17 0.32 0.11
C -2.0951 -5.1728 -1.2254 -0.12 -0.06 0.36
C -1.3984 -4.0020 -0.9194 -0.18 0.02 0.26
C -1.4123 -3.4837 0.3836 -0.23 -0.56 0.05
C -0.6613 -2.2359 0.7524 0.38 1.24 0.80
C -0.2493 -1.3188 -0.3236 -0.13 -0.58 0.13
C 0.6652 -0.3455 -0.0634 -0.08 -0.08 0.62
C 1.4759 0.2875 -1.1049 0.01 0.93 -0.59
C 2.8103 0.6979 -0.8626 -0.55 -0.47 -0.10
C 3.6252 1.0977 -1.9203 -0.30 0.06 -0.29
C 3.0961 1.1921 -3.2184 -0.02 0.00 0.35
C 1.7419 0.9229 -3.4395 -0.08 -0.06 0.26
C 0.9334 0.4826 -2.3887 0.53 -0.03 -0.04
O -0.3939 -2.0010 1.9398 -0.29 -0.68 -1.11
C -2.1049 -4.1816 1.3918 0.09 0.06 -0.31
C -2.7995 -5.3503 1.0935 0.12 0.00 -0.44
H -3.3605 -6.7563 -0.4588 0.17 0.22 0.05
H -2.0775 -5.5560 -2.2471 -0.04 0.05 0.29
H -0.8322 -3.4804 -1.6905 -0.16 -0.22 0.17
H -0.6853 -1.4529 -1.3181 0.46 -0.05 0.29
H 0.9951 -0.1991 0.9683 0.01 -0.35 -0.26
H 3.1992 0.6470 0.1585 -0.11 -0.03 -0.36
H 4.6756 1.3393 -1.7377 -0.37 -0.02 -0.06
H 3.7324 1.5030 -4.0474 -0.14 -0.06 0.21
H 1.3043 1.0479 -4.4327 0.19 -0.01 0.26
H -0.1274 0.2770 -2.5519 0.37 0.04 0.00
H -2.0853 -3.7926 2.4095 0.05 0.00 -0.29
H -3.3319 -5.8766 1.8883 0.11 0.12 -0.28
```
Forces are in eV/Å.

## Properties
charge: -1
calculated total energy: -1077.63598 Eh